The following is a DFT calculation (the ωB97M-V functional and the def2-TZVPD basis) of C50H46Co2F6N3O6 as an isolated structure at a distorted geometry.

Each line ends with the Löwdin charge.
Element x y z (Å)
Co 0.5500 0.9814 2.3764  0.22
Co -0.2451 3.2862 4.0494  0.09
F 4.9658 1.7001 -3.9723  0.10
F 5.7696 2.4521 -2.0609  0.13
F 3.8197 3.1628 -2.7926  0.12
F 4.2342 -3.6539 -1.7670  0.10
F 6.0651 -2.5909 -1.1515  0.12
F 4.5076 -3.0699 0.3365  0.13
O 0.3498 -1.8826 2.8153  0.06
O -2.8740 3.9511 2.9265  0.05
O 0.1174 4.1854 6.7936  0.09
O 3.9710 2.2558 0.9070  0.10
O 0.4750 5.9748 3.3191  0.12
O 3.0719 -0.3135 1.9246  0.06
N -1.6579 0.2120 -0.5094  0.04
N -0.3167 -1.1042 -1.5684  0.06
N -1.6201 -0.9080 -1.2817  0.16
C -2.8671 0.1421 2.0769  -0.37
C -0.3515 -0.2834 -5.2279  -0.05
C -0.2528 -3.4621 -2.2004  -0.12
C 0.8366 -0.4211 -4.2726  -0.36
C 2.9921 1.5402 5.6209  -0.02
C 0.8630 -1.8165 -3.6305  -0.12
C 3.9395 0.9063 -1.9931  -0.11
C -0.7258 -4.1959 0.1550  -0.05
C 2.0178 3.2374 1.9491  -0.17
C 2.6063 1.0021 -1.6282  0.05
C 1.6530 1.2830 5.2557  -0.23
C 2.1503 -0.0816 -4.9775  -0.07
C -3.3477 1.9823 -3.8633  -0.07
C -4.6488 1.7100 1.1431  -0.02
C 4.6736 -0.2610 -1.7912  0.08
C -2.2407 -4.9623 -1.7225  -0.07
C 0.3958 -0.7307 2.6467  -0.16
C 1.5646 -2.8515 -4.2489  -0.03
C -3.3290 0.8073 -2.8907  -0.39
C -4.9046 1.8865 -1.2538  -0.04
C 4.7216 -2.6536 -0.9528  -0.50
C 1.9206 -0.1326 -1.1404  -0.11
C 2.3986 0.6846 1.8742  -0.27
C 0.0442 1.7571 0.6417  -0.10
C 0.8342 0.5466 6.1300  -0.05
C -3.3318 0.5141 3.4802  -0.07
C 4.6209 2.0626 -2.6872  -0.51
C -3.7015 1.2075 -1.4571  -0.12
C 0.1812 4.8908 3.6000  -0.21
C -2.9424 0.8589 -0.3315  -0.07
C -3.4777 0.9724 0.9654  -0.11
C -1.8446 3.6001 3.3333  -0.20
C 0.4711 -0.1346 -0.9690  -0.10
C 1.4111 -4.1670 -3.8145  -0.06
C -0.3639 0.6569 -0.2507  -0.15
C 4.0170 -1.3522 -1.2332  -0.08
C 1.3052 0.1619 7.3852  -0.10
C -3.1407 -1.3435 1.8276  -0.05
C -0.0993 3.7917 5.7259  -0.16
C 2.6100 0.4851 7.7750  -0.12
C -4.1954 -0.3536 -3.3701  -0.06
C 2.9016 2.0929 1.4600  -0.32
C -1.3392 -3.8451 -1.1944  -0.39
C 0.0941 -2.1330 -2.4867  -0.08
C 1.0697 1.8725 4.0529  -0.23
C 0.4792 -4.4725 -2.8275  -0.03
C 3.4543 1.1639 6.8862  -0.10
C 1.1781 2.7901 3.0380  -0.34
C -5.3551 2.1700 0.0340  -0.05
C 2.6731 -1.2979 -0.9094  0.06
H -1.2944 -0.5388 -4.7252  0.07
H 2.1897 -2.1673 -0.4682  0.15
H -2.7235 2.7972 -3.4793  0.09
H -0.1913 -3.3353 0.5752  0.07
H 0.8428 2.3034 0.1237  0.05
H 4.4816 1.3999 7.1781  0.09
H -4.0897 -1.2089 -2.6919  0.08
H -1.9761 -2.9626 -1.0642  0.09
H -0.4256 0.7455 -5.6049  0.09
H -4.2262 -1.5137 1.7674  0.09
H -3.8986 -0.6777 -4.3753  0.07
H -3.3406 1.5972 3.6323  0.04
H -1.7721 0.3062 2.0203  0.08
H -0.8140 2.4109 0.8764  0.09
H -2.6094 -4.7159 -2.7241  0.08
H -3.1076 -5.0840 -1.0648  0.08
H -6.2817 2.7268 0.1745  0.11
H -2.7293 -1.9621 2.6334  0.09
H 5.7272 -0.3142 -2.0464  0.14
H -0.1891 0.3280 5.8172  0.11
H -2.7045 -1.6702 0.8779  0.05
H 0.7026 0.3051 -3.4598  0.12
H -0.2286 -0.9633 -6.0837  0.09
H -2.3006 0.4435 -2.8592  0.09
H 1.9977 -4.9638 -4.2732  0.11
H 2.2008 -0.5659 -5.9619  0.08
H -5.2540 -0.0640 -3.3934  0.08
H -2.9389 1.6713 -4.8335  0.07
H 1.4226 3.7111 1.1523  0.11
H 2.0625 1.9313 -1.7768  0.14
H 3.6445 2.0687 4.9180  0.12
H 2.2330 -2.6266 -5.0827  0.11
H 0.2996 -5.5086 -2.5316  0.12
H 0.6462 -0.3883 8.0582  0.09
H -5.4982 2.1817 -2.1217  0.11
H -0.0097 -5.0221 0.0460  0.09
H 2.9682 0.2047 8.7679  0.09
H -1.4977 -4.4965 0.8737  0.09
H -1.7041 -5.9173 -1.7633  0.07
H -4.3670 2.3585 -4.0168  0.07
H 3.0104 -0.4055 -4.3827  0.07
H 2.7077 4.0290 2.2980  0.13
H -2.6363 0.0880 4.2158  0.08
H 2.2351 1.0029 -5.1216  0.09
H -5.0296 1.8861 2.1491  0.11
H -4.3357 0.1121 3.6738  0.08

Cartesian forces (eV/Å) of the 6 atoms listed first:
Co 1.327 0.173 1.260
Co -1.981 3.514 0.472
F -0.124 0.400 0.950
F -0.951 -0.349 -0.681
F 0.692 -0.878 0.047
F 0.507 0.693 0.635

## Properties
Energy in Eh: -5913.2784
Maximum force in hartree/bohr: 0.0790
Net charge: -1
Energy above the lowest of the compared OMol25 structures with the same formula, charge and spin in kcal per mole: 1.56